[1]
The following is a DFT calculation (the ωB97M-V functional and the def2-TZVPD basis) of a structure of composition C21H13ClCoF3NO4STe.

Output
* ΔE to the lowest compared entry with this formula, charge and spin: 0.0 kcal per mole
* gap between HOMO and LUMO (alpha / beta): 5.44 / 5.78 eV
* total charge: -2
* spin multiplicity: 4

Last column: natural (NBO) charge in e.
Positions of all 46 atoms, in Å:
1 Co -0.0258 -0.2537 0.4241  1.4177
2 Cl -3.4055 4.1661 5.4636  -0.0712
3 C -2.4099 3.0641 4.5267  -0.1347
4 C -1.5225 2.1979 5.1972  -0.2145
5 C -0.7276 1.3353 4.5051  -0.2453
6 C -0.7396 1.2693 3.0590  0.4464
7 O 0.0502 0.5055 2.4456  -0.7488
8 C -1.6813 2.1426 2.4239  -0.3143
9 C -1.8650 2.1536 0.9936  0.4439
10 O -1.3081 1.4514 0.1570  -0.6322
11 C -2.4866 3.0264 3.1658  -0.1490
12 H -1.4888 2.2247 6.2805  0.2061
13 H -0.0539 0.6581 5.0149  0.2087
14 H -2.6053 2.8920 0.6362  0.1105
15 H -3.1723 3.6813 2.6396  0.2099
16 Te -0.4238 -2.5196 1.8379  -0.3210
17 C -0.8170 -4.1553 0.5725  -0.4610
18 C -0.4612 -5.4651 0.7746  -0.3421
19 C -0.9035 -6.3402 -0.2550  -0.2756
20 C -1.5910 -5.6855 -1.2348  -0.4795
21 S -1.6913 -4.0092 -0.8951  0.4800
22 H 0.1096 -5.7827 1.6363  0.2088
23 H -0.7137 -7.4062 -0.2688  0.1942
24 H -2.0234 -6.1013 -2.1312  0.2140
25 F -1.9674 -1.7678 -4.3677  -0.3381
26 C -1.1715 -0.8555 -3.7700  0.8735
27 F 0.0865 -1.1337 -4.1603  -0.3330
28 F -1.4849 0.3452 -4.3188  -0.3441
29 C -1.3763 -0.8134 -2.2244  0.6972
30 O -2.5356 -0.9070 -1.8490  -0.6585
31 O -0.3027 -0.6947 -1.5756  -0.8028
32 C 2.0742 0.3221 0.2015  -0.8674
33 C 1.9684 1.7373 0.1312  0.0369
34 C 1.7151 2.4050 -1.1019  -0.2640
35 C 1.5377 3.7619 -1.1777  -0.1499
36 C 1.6047 4.5646 -0.0273  -0.3353
37 C 1.8538 3.9349 1.2020  -0.0930
38 C 2.0317 2.5769 1.2790  -0.2974
39 C 1.4502 5.9804 -0.1111  0.3271
40 N 1.3357 7.1284 -0.1802  -0.4458
41 H 2.5446 -0.0984 1.0854  0.2111
42 H 2.3200 -0.1766 -0.7328  0.2096
43 H 1.6318 1.8023 -1.9991  0.2129
44 H 1.3387 4.2254 -2.1372  0.2024
45 H 1.9028 4.5352 2.1036  0.1948
46 H 2.2031 2.1125 2.2417  0.2132

Cartesian forces (eV/Å) of the 3 atoms listed first:
0.08 0.04 -0.31
0.01 -0.01 -0.02
0.10 -0.10 -0.02



[2]
The following is a DFT calculation (the ωB97M-V functional and the def2-TZVPD basis) of the molecule C21H13ClF3N5O2 at a distorted geometry.

Output
* ΔE to the lowest compared entry with this formula, charge and spin: 0.0 kcal per mole
* SMILES: O=C1C=C[C@@H](c2cc(NC(=O)c3ccc(C(F)(F)F)cc3Cl)n(-c3ccccc3)n2)N=N1
* gap between HOMO and LUMO: 7.81 eV

Last column: natural (NBO) charge in e.
Positions of all 45 atoms, in Å:
1 O -2.7295 -2.5793 -4.5629  -0.4934
2 C -2.3152 -1.3960 -4.5201  0.5590
3 C -3.1002 -0.4004 -3.6862  -0.2992
4 C -2.4721 0.7880 -3.3918  -0.1112
5 C -0.9912 0.9156 -3.8135  -0.2024
6 C -0.1082 0.5591 -2.6093  0.1631
7 C 0.8015 -0.5801 -2.4622  -0.3351
8 C 1.4714 -0.3820 -1.3290  0.3057
9 N 2.1786 -1.4828 -0.8299  -0.6209
10 C 1.7248 -2.2895 0.2089  0.6634
11 O 2.2486 -3.3910 0.3570  -0.5512
12 C 0.6826 -1.8572 1.0923  -0.1584
13 C 0.9684 -1.3399 2.3331  -0.1617
14 C -0.0029 -0.8560 3.2246  -0.1776
15 C -1.3729 -0.8026 2.8100  -0.1143
16 C -2.3676 0.0669 3.5199  0.9722
17 F -1.8397 0.4981 4.7315  -0.3272
18 F -3.4439 -0.6224 3.8117  -0.2995
19 F -2.7485 1.1462 2.6838  -0.3370
20 C -1.6334 -1.3020 1.4377  -0.2025
21 C -0.6865 -1.9623 0.6914  0.0034
22 Cl -1.1922 -2.8222 -0.7513  0.0389
23 N 1.0327 0.7831 -0.7217  -0.2135
24 C 1.5618 1.4084 0.4751  0.2094
25 C 0.7514 2.2514 1.2314  -0.2373
26 C 1.1624 2.8461 2.3339  -0.1997
27 C 2.4468 2.6125 2.7967  -0.2164
28 C 3.2336 1.7011 2.2229  -0.2009
29 C 2.8025 1.0597 1.0008  -0.2541
30 N 0.0647 1.3783 -1.5367  -0.2511
31 N -0.6114 0.1034 -5.0479  -0.0341
32 N -1.3265 -0.9343 -5.3994  -0.1636
33 H -4.0880 -0.7157 -3.4144  0.2420
34 H -2.9886 1.5644 -2.8534  0.2290
35 H -0.9168 1.9294 -4.0891  0.2470
36 H 0.8415 -1.4662 -3.1260  0.2434
37 H 2.5077 -2.0649 -1.6075  0.4254
38 H 1.9766 -1.3282 2.7762  0.2366
39 H 0.4698 -0.3301 4.0409  0.2407
40 H -2.6556 -1.3777 1.0931  0.2396
41 H -0.2948 2.4912 0.9663  0.2436
42 H 0.4813 3.4491 2.9750  0.2262
43 H 2.8416 3.0168 3.7098  0.2155
44 H 4.1382 1.3865 2.6995  0.2192
45 H 3.4970 0.3275 0.5288  0.2394

Cartesian forces (eV/Å) of the 3 atoms listed first:
1.97 3.06 -0.15
-4.14 -2.32 1.36
2.71 1.61 -0.43



[3]
The following is a DFT calculation (the ωB97M-V functional and the def2-TZVPD basis) of a structure of composition C21H13F5N3O2RuS2Se2Te2 at a distorted geometry.

Output
* ΔE to the lowest compared entry with this formula, charge and spin: 46.6 kcal per mole
* gap between HOMO and LUMO (alpha / beta): 4.66 / 4.66 eV
* total charge: -2
* spin multiplicity: 2

Last column: natural (NBO) charge in e.
Positions of all 51 atoms, in Å:
1 Ru 0.8600 -1.1361 -1.3206  0.0828
2 O 0.5970 -1.5064 1.7973  -0.7448
3 C 1.3476 -0.5413 1.5661  0.7832
4 O 1.7168 -0.2018 0.3915  -0.7137
5 C 1.8783 0.2381 2.7577  -0.2338
6 C 1.6756 -0.3895 3.9872  -0.1097
7 C 2.1672 0.1311 5.1681  -0.3353
8 C 2.8983 1.3119 5.1307  -0.2198
9 C 3.1011 1.9753 3.9422  -0.2740
10 C 2.5785 1.4987 2.7158  -0.0957
11 S 2.7636 2.5317 1.3430  -0.5201
12 H 1.1063 -1.3108 3.9775  0.2190
13 H 2.0006 -0.3789 6.1107  0.1795
14 H 3.3065 1.7222 6.0505  0.1768
15 H 3.6658 2.8985 3.9182  0.2023
16 N -2.8475 0.7629 -0.3366  -0.6109
17 C -3.9216 -0.0869 -0.6007  0.2390
18 C -5.1915 0.4182 -0.8522  -0.2654
19 C -6.2610 -0.4400 -1.0659  -0.2226
20 C -6.0656 -1.8116 -1.0628  -0.2395
21 C -4.7963 -2.3228 -0.8247  -0.1929
22 C -3.7350 -1.4694 -0.5764  -0.2562
23 S -2.1461 -2.1029 -0.1544  0.5790
24 N -1.1526 -0.8437 -0.6592  -0.5544
25 C -1.5396 0.3903 -0.6703  0.4030
26 C -0.5875 1.3896 -1.0799  0.1444
27 C -0.7772 2.7606 -0.8671  -0.2190
28 C 0.2170 3.6543 -1.1866  -0.1570
29 C 1.3860 3.1767 -1.7578  -0.1932
30 C 1.5012 1.8162 -1.9728  0.1075
31 N 0.5547 0.9400 -1.6640  -0.3655
32 H -3.0496 1.7362 -0.4912  0.3887
33 H -5.3406 1.4930 -0.8683  0.1970
34 H -7.2462 -0.0275 -1.2445  0.2014
35 H -6.8934 -2.4825 -1.2519  0.2039
36 H -4.6146 -3.3898 -0.8260  0.2214
37 H -1.6859 3.1048 -0.3899  0.1945
38 H 0.0962 4.7079 -0.9727  0.2105
39 H 2.2026 3.8387 -2.0004  0.2224
40 H 2.3894 1.4137 -2.4393  0.2416
41 Se 0.9116 -3.2130 -0.3992  0.1315
42 Te 0.6050 -5.2151 -1.7470  -0.0839
43 Te 0.4986 -3.7410 -4.4436  0.0241
44 Se -0.0721 -1.6407 -3.3611  -0.3447
45 F 3.0479 -0.5550 -3.1688  -0.3988
46 C 2.7474 -1.3945 -2.0853  0.4715
47 F 2.8947 -2.6672 -2.6354  -0.3925
48 C 3.9808 -1.2780 -1.1775  0.9046
49 F 3.8608 -1.9897 -0.0487  -0.3204
50 F 5.1049 -1.7605 -1.7889  -0.3556
51 F 4.2620 -0.0145 -0.8651  -0.3102

Cartesian forces (eV/Å) of the 3 atoms listed first:
1.53 0.92 1.04
-0.14 0.11 0.02
-0.10 -0.03 0.16



[4]
The following is a DFT calculation (the ωB97M-V functional and the def2-TZVPD basis) of a structure of composition C21H14Br2ClF6N2O8S2Ti at a distorted geometry.

Output
* ΔE to the lowest compared entry with this formula, charge and spin: 0.0 kcal per mole
* gap between HOMO and LUMO: 7.79 eV
* total charge: -1

Last column: natural (NBO) charge in e.
Positions of all 57 atoms, in Å:
1 Ti -0.3807 1.2411 0.4235  1.6313
2 C -1.0022 2.0765 3.8273  -0.6790
3 C 0.3474 1.5292 3.5076  0.3142
4 C 1.2128 1.1171 4.5538  -0.1976
5 C 2.4585 0.6640 4.2915  -0.1277
6 C 2.9309 0.6469 2.9612  -0.1294
7 C 4.2335 0.2777 2.5380  -0.0702
8 Br 5.5336 -0.2710 3.8151  0.0306
9 C 4.5765 0.3415 1.2339  -0.2320
10 C 3.6380 0.7688 0.2581  -0.1745
11 Br 4.1964 0.9047 -1.5407  0.0635
12 C 2.3656 1.1174 0.5910  0.3857
13 O 1.4164 1.5111 -0.2346  -0.6975
14 C 2.0207 1.0519 1.9818  0.1497
15 N 0.7418 1.4539 2.2554  -0.4735
16 H -1.1464 2.1308 4.9046  0.2091
17 H -1.7651 1.4375 3.3781  0.2877
18 H -1.1136 3.0702 3.3932  0.2487
19 H 0.8478 1.1595 5.5712  0.2114
20 H 3.0993 0.3251 5.0954  0.2272
21 H 5.5756 0.0707 0.9226  0.2362
22 F -2.9275 4.2594 -2.2131  -0.3228
23 C -1.9092 4.2153 -1.3490  0.7574
24 F -0.9191 3.4981 -1.8864  -0.3135
25 F -1.4619 5.4554 -1.1447  -0.3142
26 S -2.5316 3.5407 0.3257  1.5260
27 O -1.1110 2.8794 0.7179  -0.9116
28 O -2.6586 4.7919 1.0694  -0.9336
29 N -1.6841 0.2429 1.4380  -1.1454
30 S -0.8854 -1.0405 1.6207  2.2064
31 O 0.3383 -0.9309 0.7688  -0.9530
32 O -0.6708 -1.5582 2.9498  -0.9488
33 C -1.8380 -2.3787 0.8067  0.7122
34 F -2.1802 -2.0694 -0.4453  -0.3168
35 F -2.9578 -2.6080 1.5002  -0.3211
36 F -1.1217 -3.5073 0.7691  -0.3184
37 C 1.6032 -1.4340 -2.7355  -0.6346
38 C 0.3841 -2.3088 -2.8256  -0.0108
39 C 0.4021 -3.6210 -2.3680  -0.2146
40 C -0.7260 -4.4197 -2.4523  -0.0390
41 Cl -0.6579 -6.0674 -1.8648  -0.0315
42 C -1.8997 -3.9392 -2.9950  -0.2325
43 C -1.9336 -2.6294 -3.4512  -0.2555
44 C -0.8118 -1.8206 -3.3523  0.2946
45 O -0.8261 -0.5289 -3.8304  -0.5064
46 C -1.9151 0.2723 -3.4037  -0.1645
47 C -1.8855 0.7333 -1.9606  0.7902
48 O -2.8437 1.3720 -1.5632  -0.6550
49 O -0.8126 0.4653 -1.2710  -0.7095
50 H 2.4530 -1.9975 -2.3497  0.2084
51 H 1.4180 -0.5871 -2.0801  0.2590
52 H 1.8657 -1.0255 -3.7129  0.2177
53 H 1.3068 -4.0177 -1.9242  0.2220
54 H -2.7735 -4.5732 -3.0588  0.2210
55 H -2.8464 -2.2407 -3.8835  0.2141
56 H -2.8713 -0.2252 -3.5639  0.1924
57 H -1.8979 1.1782 -4.0091  0.2175

Cartesian forces (eV/Å) of the 3 atoms listed first:
-0.99 -1.76 0.26
-0.04 -0.08 -0.02
0.05 0.12 0.46



[5]
The following is a DFT calculation (the ωB97M-V functional and the def2-TZVPD basis) of a structure of composition C21H14BrIrN3O4S.

Output
* ΔE to the lowest compared entry with this formula, charge and spin: 18.7 kcal per mole
* gap between HOMO and LUMO (alpha / beta): 6.82 / 5.76 eV
* total charge: +1
* spin multiplicity: 5

Last column: natural (NBO) charge in e.
Positions of all 45 atoms, in Å:
1 Ir -0.2365 -0.7438 -0.3399  1.4672
2 O 3.2721 -7.0616 2.1572  -0.6421
3 C 4.0640 -6.1707 1.5401  0.7671
4 O 5.2125 -6.4240 1.3273  -0.5313
5 C 3.4605 -4.8505 1.1249  -0.1356
6 C 4.3145 -3.9696 0.4600  -0.1435
7 C 3.8633 -2.7399 0.0286  -0.2272
8 C 2.5374 -2.3753 0.2598  0.1726
9 C 1.6804 -3.2419 0.9221  -0.2176
10 C 2.1450 -4.4748 1.3554  -0.1652
11 N 1.9929 -1.1230 -0.1561  -0.4731
12 C 2.7128 -0.1598 -0.5814  0.1659
13 C 2.0977 1.1132 -0.9742  0.1148
14 C 2.8625 2.1900 -1.3851  -0.1820
15 C 2.2179 3.3779 -1.7094  -0.1193
16 C 0.8406 3.4446 -1.6110  -0.2117
17 C 0.1402 2.3192 -1.1977  0.0862
18 N 0.7560 1.1833 -0.8896  -0.4813
19 H 2.3746 -6.7351 2.2650  0.4815
20 H 5.3359 -4.2784 0.2871  0.2627
21 H 4.5533 -2.0947 -0.4966  0.2169
22 H 0.6567 -2.9550 1.1218  0.2259
23 H 1.4444 -5.1162 1.8752  0.2124
24 H 3.7957 -0.2245 -0.6472  0.2067
25 H 3.9382 2.1012 -1.4450  0.2456
26 H 2.7888 4.2376 -2.0312  0.2493
27 H 0.3014 4.3492 -1.8509  0.2533
28 H -0.9380 2.3244 -1.1088  0.2263
29 Br -6.9826 -1.4832 2.9956  0.1078
30 C -5.5594 -0.9711 1.8723  -0.0816
31 C -5.7905 -0.7825 0.5168  -0.2063
32 C -4.7410 -0.4060 -0.3072  -0.1832
33 C -3.4710 -0.2343 0.2184  -0.2296
34 C -3.2451 -0.4250 1.5772  -0.1052
35 C -4.2987 -0.7857 2.4129  -0.2077
36 C -1.9198 -0.2300 2.2348  0.7645
37 O -1.7599 0.1359 3.3591  -0.5017
38 O -0.8117 -0.4778 1.4593  -0.7429
39 H -6.7834 -0.9243 0.1145  0.2416
40 H -4.9205 -0.2398 -1.3603  0.2273
41 H -2.6745 0.1012 -0.4401  0.1887
42 H -4.1204 -0.9171 3.4706  0.2555
43 S -1.7383 -2.6034 -4.2933  0.2006
44 C -1.0784 -2.0062 -3.0168  0.1598
45 N -0.5670 -1.5395 -2.0358  -0.7121

Cartesian forces (eV/Å) of the 3 atoms listed first:
-0.31 -0.38 -0.03
0.07 0.00 -0.01
0.03 -0.02 0.01



[6]
The following is a DFT calculation (the ωB97M-V functional and the def2-TZVPD basis) of a structure of composition C21H14CdClF4N4O5.

Output
* ΔE to the lowest compared entry with this formula, charge and spin: 1.2 kcal per mole
* gap between HOMO and LUMO: 6.68 eV
* total charge: -1

Last column: natural (NBO) charge in e.
Positions of all 50 atoms, in Å:
1 Cd -0.7451 -2.6087 0.4329  1.7119
2 C -0.6333 1.2671 1.2215  -0.2023
3 C -1.9498 1.2251 0.5019  -0.2700
4 C -2.6576 0.0612 1.1405  -0.2090
5 C -1.8715 -0.4458 2.1040  -0.2490
6 C -0.6121 0.3164 2.1621  -0.2022
7 H 0.1464 1.9780 0.9949  0.2356
8 H -2.5138 2.1512 0.6678  0.2756
9 H -3.6418 -0.2808 0.8546  0.2422
10 H -2.1178 -1.2788 2.7481  0.2472
11 H 0.1998 0.0864 2.8319  0.2443
12 O -2.8291 -5.8759 0.9252  -0.7938
13 Cl -2.7132 -4.7700 0.0465  2.5362
14 O -3.6510 -4.8200 -1.0152  -0.7944
15 O -2.8755 -3.5049 0.8039  -0.9411
16 O -1.3408 -4.6911 -0.4961  -0.9291
17 C 2.2734 -2.9745 0.6153  -0.6456
18 C 1.7689 -2.9568 2.0593  0.2401
19 C 1.9109 -4.3483 2.6766  -0.6236
20 C 2.5679 -1.9331 2.8677  -0.6208
21 O 0.4139 -2.5745 2.1064  -1.0472
22 H 3.3307 -3.2386 0.5395  0.2188
23 H 2.1427 -1.9865 0.1624  0.2095
24 H 1.7151 -3.7195 0.0332  0.1961
25 H 2.9512 -4.6823 2.7018  0.1963
26 H 1.3268 -5.0719 2.1040  0.2100
27 H 1.5242 -4.3341 3.6963  0.2107
28 H 3.6305 -2.1834 2.9022  0.2009
29 H 2.1886 -1.8970 3.8900  0.2083
30 H 2.4609 -0.9423 2.4226  0.2040
31 F 1.0536 0.8136 -1.5008  -0.3157
32 C 0.4915 2.0028 -1.7964  0.3390
33 C 1.3172 3.0022 -2.2441  0.3293
34 F 2.6148 2.6932 -2.3843  -0.3034
35 C 0.8649 4.3071 -2.5588  -0.0420
36 C -0.5241 4.4693 -2.3358  0.2734
37 C -1.3408 3.4615 -1.8895  0.4053
38 F -2.6361 3.7475 -1.6616  -0.3149
39 C -0.8829 2.1726 -1.6247  -0.2610
40 C -1.7978 1.1156 -1.0526  -0.2518
41 C -1.3367 -0.2639 -1.3098  0.4905
42 N -0.9816 -1.3471 -1.4460  -0.4778
43 C -3.1519 1.1504 -1.6544  0.2914
44 N -4.2015 1.1064 -2.1119  -0.2576
45 F -1.0961 5.6660 -2.5334  -0.2979
46 C 1.7108 5.3393 -3.0262  -0.4831
47 C 1.2254 6.6111 -3.4221  0.3084
48 N 0.8919 7.6610 -3.7679  -0.3994
49 C 3.1153 5.1909 -3.1444  0.3075
50 N 4.2647 5.1342 -3.2373  -0.3999

Cartesian forces (eV/Å) of the 3 atoms listed first:
-0.01 -0.25 0.21
0.07 -0.02 0.08
-0.10 0.12 0.14